Formula: C19H20N2O3S
Source: the Open Molecules 2025 dataset
Level of theory: the ωB97M-V functional and the def2-TZVPD basis

Its LUMO energy is -0.061 eV. As for the HOMO energy: -7.79 eV. The value obtained for the orbital gap is 7.73 eV.

```
45
Properties=species:S:1:pos:R:3:nbo_charge:R:1
S -0.55123 4.60009 0.07994 0.67
O -2.48753 -0.86933 2.34421 -0.61
O -2.36584 -2.41457 0.34273 -0.54
O -0.76431 -0.14698 0.42157 -0.61
N -2.86618 3.33538 0.02981 -0.47
N -2.78575 0.88955 0.29222 -0.43
C -2.70973 -1.34334 1.13388 0.80
C 0.64158 2.71286 0.28033 0.00
C 2.77736 1.67600 1.31882 -0.19
C 1.80128 0.52056 -0.47171 -0.17
C 1.79098 1.53157 0.16461 -0.03
C 2.97236 -0.33753 -0.63648 -0.01
C 2.74560 -1.50150 -1.37456 -0.63
C 3.92152 0.63453 1.26535 -0.20
C 0.78355 3.95862 0.15445 -0.58
C -0.65279 2.14510 0.21699 -0.20
C -3.42505 -0.46608 0.08103 -0.04
C -1.63455 -3.32970 1.54266 -0.23
C -1.54990 3.35165 0.08832 -0.09
C -1.36064 0.87693 0.17134 0.64
C -3.57452 -0.78163 -1.20010 -0.49
C 5.13059 -1.23899 0.37653 -0.63
C 3.87572 -0.33797 0.42401 -0.05
C -2.44706 -0.79957 -2.01137 -0.59
C -3.48434 2.02575 0.34448 0.30
H 0.98498 0.34879 -1.39557 0.20
H 4.72514 0.88638 1.99413 0.21
H 1.84680 4.46985 0.30442 0.28
H 5.69256 -1.01336 1.25636 0.22
H -1.69215 -4.12900 0.77581 0.20
H -4.54581 -0.05068 0.98530 0.23
H -2.86507 -1.16586 -3.13295 0.20
H -2.21337 0.16322 -2.23466 0.21
H -0.65524 -2.89636 1.47238 0.22
H -1.76233 -1.54158 -1.62034 0.25
H 3.67657 -1.51228 -2.00436 0.22
H 4.71902 -2.10092 0.58291 0.21
H -4.09747 -1.80631 -1.15592 0.24
H 5.56335 -1.49151 -0.57980 0.22
H 2.84664 2.64495 1.83864 0.21
H 1.96921 -1.40633 -2.39199 0.22
H -2.03848 -3.61952 2.39527 0.20
H -4.49688 1.97782 0.12953 0.20
H 2.88246 -2.42804 -0.93369 0.23
H -4.32103 -0.02067 -1.66450 0.22
```